(1)
DFT (the ωB97M-V functional and the def2-TZVPD basis) results for an isolated molecule of C5H13NO3Si.

Energy above the lowest of the compared OMol25 structures with the same formula, charge and spin in kcal/mol: 46.5
2S+1: 3
<S²>: 2.006
Frontier orbital gap (alpha / beta) in eV: 5.8 / 6.6
Charge: 0

Last column: Löwdin charge in e.
Geometry (Å):
C (2.375, -0.753, 0.222)  -0.6004
C (-1.854, -1.353, -1.582)  -0.1660
C (-2.874, 0.596, 0.887)  -0.1460
C (0.190, 0.693, -0.543)  -0.1258
C (1.506, 0.451, 0.536)  -0.3174
N (2.402, 1.612, 0.544)  -0.0043
O (3.581, -0.503, -0.201)  0.0715
O (2.038, -1.904, 0.467)  0.2383
O (-0.799, -1.441, 1.035)  -0.1344
Si (-1.435, -0.327, -0.032)  0.5240
H (-1.242, -2.267, -1.776)  0.0516
H (-2.867, -1.752, -1.456)  0.0281
H (-1.673, -0.770, -2.415)  -0.0179
H (-3.835, 0.746, 0.364)  0.0303
H (-2.943, -0.026, 1.745)  0.0033
H (-2.491, 1.654, 0.953)  0.0355
H (0.447, 0.385, -1.483)  0.0113
H (0.006, 1.831, -0.465)  0.0765
H (1.205, 0.253, 1.577)  0.1362
H (1.770, 2.281, 1.057)  0.1123
H (2.649, 1.898, -0.474)  0.1382
H (3.813, 0.381, 0.215)  0.1146
H (0.033, -1.687, 0.826)  -0.0595

=====

(2)
DFT (the ωB97M-V functional and the def2-TZVPD basis) results for a structure of composition C2H5CoO2.

2S+1: 5
<S²>: 6.005
Frontier orbital gap (alpha / beta) in eV: 7.7 / 9.1
Charge: 0

Last column: Löwdin charge in e.
Geometry (Å):
C (-0.674, 0.385, -0.393)  -0.2463
C (0.061, 0.204, 0.929)  -0.3593
O (0.795, -0.970, 0.921)  -0.4711
Co (2.197, -1.321, -0.101)  0.6686
H (-1.500, -0.346, -0.437)  0.1226
H (-1.045, 1.412, -0.518)  0.1198
H (-0.697, 0.184, 1.737)  0.1168
H (0.665, 1.116, 1.115)  0.1131
O (0.243, 0.093, -1.448)  -0.1419
H (-0.044, -0.757, -1.805)  0.0776

=====

(3)
DFT (the ωB97M-V functional and the def2-TZVPD basis) results for a structure of composition C19H76CsF2NO23S2.

Energy above the lowest of the compared OMol25 structures with the same formula, charge and spin in kcal/mol: 22.9
Frontier orbital gap in eV: 8.5
Charge: 0

Last column: Löwdin charge in e.
Geometry (Å):
Cs (-0.560, 1.678, 4.909)  1.0733
N (-0.579, 0.049, 0.814)  -0.3136
S (-0.847, -0.362, -0.535)  0.5110
O (-0.180, -1.553, -1.145)  -0.2647
O (-1.434, 0.610, -1.488)  -0.2703
F (-2.178, -1.174, -0.073)  -0.1905
S (1.077, 0.297, 0.708)  0.5809
O (1.533, 1.277, -0.250)  -0.2340
O (1.950, -0.792, 0.944)  -0.2182
F (1.252, 1.141, 2.032)  -0.1827
C (-0.701, -2.511, 2.721)  -0.0653
O (-1.339, -1.218, 2.926)  -0.1868
H (-0.778, -3.113, 3.627)  0.1039
H (-1.151, -2.987, 1.850)  0.0686
H (0.302, -2.316, 2.342)  0.0530
H (-1.161, -0.651, 2.172)  -0.0180
C (2.929, 3.359, 3.292)  -0.1584
O (2.591, 2.582, 4.411)  -0.1765
H (3.405, 4.321, 3.483)  0.0924
H (3.565, 2.888, 2.542)  0.0854
H (1.996, 3.533, 2.756)  0.0606
H (2.770, 3.018, 5.248)  0.0902
C (-6.304, -3.737, -1.836)  -0.1839
O (-6.367, -3.035, -0.671)  -0.0938
H (-7.196, -3.990, -2.409)  0.0734
H (-5.838, -3.256, -2.696)  0.0621
H (-5.950, -4.742, -1.607)  0.0900
H (-6.482, -2.094, -0.820)  0.0449
C (-3.883, -3.611, 1.865)  -0.2032
O (-5.163, -4.062, 1.612)  -0.0934
H (-3.267, -3.601, 0.966)  0.0684
H (-3.824, -2.597, 2.260)  0.0595
H (-3.286, -4.268, 2.496)  0.0797
H (-5.423, -3.628, 0.796)  0.0255
C (-4.078, -0.630, 4.689)  -0.1770
O (-2.814, -0.855, 5.142)  -0.1755
H (-3.962, 0.155, 3.941)  0.0695
H (-4.401, -1.545, 4.193)  0.0800
H (-4.747, -0.272, 5.472)  0.0886
H (-2.282, -0.825, 4.344)  -0.0195
C (2.485, -1.573, 4.279)  -0.1570
O (2.279, -0.288, 4.798)  -0.1591
H (1.770, -2.287, 4.688)  0.0867
H (2.328, -1.622, 3.201)  0.0539
H (3.498, -1.874, 4.543)  0.0827
H (2.865, 0.214, 4.226)  0.0548
C (-3.953, -1.201, -4.219)  -0.1629
O (-4.907, -0.438, -4.910)  -0.0916
H (-4.426, -1.978, -3.618)  0.0539
H (-3.076, -1.617, -4.714)  0.0810
H (-3.348, -0.555, -3.582)  0.0690
H (-5.509, 0.043, -4.337)  0.0681
C (1.950, -3.924, -0.297)  -0.1665
O (1.495, -4.933, -1.143)  -0.1175
H (1.899, -2.990, -0.857)  0.0551
H (1.108, -3.922, 0.395)  0.0709
H (2.861, -4.104, 0.274)  0.0790
H (0.781, -4.543, -1.652)  0.0628
C (2.554, 5.074, 0.239)  -0.1362
O (2.569, 6.369, 0.922)  -0.1123
H (1.836, 4.313, 0.545)  0.0675
H (2.485, 5.196, -0.842)  0.0807
H (3.514, 4.580, 0.387)  0.0526
H (2.251, 6.260, 1.821)  0.0546
C (6.729, 3.511, 1.445)  -0.1518
O (6.343, 2.329, 0.717)  -0.1253
H (5.993, 4.307, 1.331)  0.0643
H (6.763, 3.322, 2.518)  0.0733
H (7.716, 3.800, 1.083)  0.0814
H (6.165, 2.772, -0.116)  0.0592
C (-1.145, 2.561, -4.153)  -0.1746
O (-2.306, 2.299, -3.425)  -0.1287
H (-0.768, 1.828, -4.866)  0.0750
H (-1.411, 3.501, -4.637)  0.0849
H (-0.254, 2.596, -3.526)  0.0656
H (-2.139, 1.441, -3.028)  0.0078
C (-6.323, 0.636, -0.479)  -0.0994
O (-6.868, -0.406, -1.344)  -0.1149
H (-6.743, 1.628, -0.647)  0.0829
H (-6.440, 0.492, 0.595)  0.0819
H (-5.240, 0.726, -0.574)  0.0672
H (-6.904, -0.041, -2.232)  0.0800
C (5.734, -3.048, 1.760)  -0.1537
O (6.505, -1.903, 2.060)  -0.1235
H (6.324, -3.855, 2.195)  0.0803
H (4.848, -2.902, 2.377)  0.0603
H (5.396, -3.222, 0.739)  0.0745
H (6.137, -1.535, 2.867)  0.0640
C (-3.032, 2.041, 1.493)  -0.1421
O (-1.888, 1.697, 2.217)  -0.2628
H (-3.904, 1.465, 1.804)  0.0752
H (-3.185, 3.120, 1.524)  0.0866
H (-3.010, 1.790, 0.433)  0.0687
H (-1.400, 1.104, 1.640)  -0.0428
C (6.813, -0.422, -1.653)  -0.1363
O (8.235, -0.078, -1.591)  -0.1221
H (6.192, 0.391, -2.029)  0.0545
H (6.643, -1.275, -2.310)  0.0702
H (6.410, -0.741, -0.691)  0.0670
H (8.547, -0.050, -2.498)  0.0619
C (2.824, -0.780, -3.171)  -0.1676
O (3.172, -0.238, -4.420)  -0.1123
H (3.672, -0.955, -2.509)  0.0741
H (2.235, -0.052, -2.614)  0.0512
H (2.200, -1.668, -3.273)  0.0825
H (2.908, -0.846, -5.113)  0.0755
C (-3.392, 4.868, -1.372)  -0.1444
O (-4.184, 5.633, -0.448)  -0.1394
H (-3.607, 3.801, -1.323)  0.0561
H (-3.653, 5.166, -2.388)  0.0777
H (-2.345, 5.035, -1.118)  0.0816
H (-3.619, 6.128, 0.150)  0.0621
C (-2.330, -5.043, -2.606)  -0.1582
O (-2.481, -3.655, -2.659)  -0.1233
H (-3.330, -5.455, -2.473)  0.0730
H (-1.868, -5.453, -3.504)  0.0814
H (-1.652, -5.310, -1.796)  0.0750
H (-2.567, -3.361, -3.569)  0.0497
C (3.405, 2.618, -2.341)  -0.1966
O (3.817, 3.579, -3.223)  -0.1026
H (3.450, 3.077, -1.353)  0.0548
H (2.365, 2.369, -2.550)  0.0750
H (4.149, 1.825, -2.409)  0.0767
H (3.792, 3.156, -4.084)  0.0831

=====

(4)
DFT (the ωB97M-V functional and the def2-TZVPD basis) results for an isolated molecule of C5H9OP.

Energy above the lowest of the compared OMol25 structures with the same formula, charge and spin in kcal/mol: 88.4
SMILES string: C#CP(C)CCO
Frontier orbital gap in eV: 9.3
Charge: 0

Last column: Löwdin charge in e.
Geometry (Å):
C (0.674, 2.676, 0.735)  0.0392
C (1.255, 1.780, 0.210)  -0.3801
P (1.412, 0.180, -0.400)  0.8635
C (0.589, 0.268, -2.166)  -0.2336
C (0.009, -0.848, 0.284)  -0.3558
C (0.261, -1.139, 1.817)  -0.2868
O (1.605, -1.621, 1.731)  -0.1425
H (0.643, 3.575, 1.347)  0.0384
H (-0.451, 0.302, -1.739)  0.0325
H (0.905, 0.996, -2.881)  0.0238
H (0.936, -0.652, -2.487)  -0.0223
H (-0.907, -0.243, 0.262)  0.0795
H (-0.042, -1.887, -0.130)  0.1046
H (0.281, -0.265, 2.355)  0.0748
H (-0.584, -1.696, 2.115)  0.0946
H (1.593, -2.136, 0.886)  0.0702

=====

(5)
DFT (the ωB97M-V functional and the def2-TZVPD basis) results for a cluster of 2 separate species, C4H6O2 in total.

Energy above the lowest of the compared OMol25 structures with the same formula, charge and spin in kcal/mol: 81.4
SMILES string: C=C1CO1.C=O
Frontier orbital gap in eV: 10.0
Charge: 0

Last column: Löwdin charge in e.
Geometry (Å):
C (1.163, 1.050, -0.523)  0.0581
C (0.919, -0.243, -0.631)  -0.3971
C (0.089, -1.408, -0.650)  -0.0588
O (1.557, -1.408, -0.834)  0.0393
H (0.330, 1.735, -0.424)  0.0497
H (2.165, 1.451, -0.578)  0.0621
H (-0.498, -1.656, -1.534)  0.1210
H (-0.241, -1.867, 0.283)  0.1119
C (-1.368, 0.587, 1.232)  -0.1503
O (-1.977, 0.080, 0.321)  -0.0127
H (-0.549, 0.067, 1.762)  0.0877
H (-1.591, 1.611, 1.576)  0.0891

=====

| no. | F_max (hartree/bohr) |
| --- | --- |
| 1 | 0.126 |
| 2 | 0.020 |
| 3 | 0.313 |
| 4 | 0.090 |
| 5 | 0.014 |